1.
Here is an isolated molecule of C3H4N2OS from OMol25. Energies are from ωB97M-V/def2-TZVPD.

Geometry as XYZ:
```
11
C3H4N2OS (ωB97M-V/def2-TZVPD)
C 0.34353 -0.24200 -1.49861
C -0.68468 1.43477 -0.83679
C -0.03615 -0.46470 -0.17753
N -0.11494 0.90681 -1.87763
N -0.75122 0.63079 0.25888
O 1.35696 -1.42647 2.16913
S 0.51077 -2.16295 0.98732
H 0.86356 -0.72856 -2.23132
H -1.10253 2.39929 -0.89309
H -1.07789 0.80434 1.20970
H 0.69259 -1.15132 2.88995
```

Output
E: -699.5738 a.u.
Kohn-Sham gap: 8.800 eV
SMILES: OSc1cnc[nH]1
relative energy (zero: lowest compared OMol25 entry of this formula, charge and spin): 2.6750 eV



2.
Here is a structure of composition C30H27Cl2LiN5O3 from OMol25. Energies are from ωB97M-V/def2-TZVPD.

Geometry as XYZ:
```
68
C30H27Cl2LiN5O3 (ωB97M-V/def2-TZVPD)
Li 0.42859 -0.19320 -1.27503
C 1.18396 -4.82248 3.55326
C 1.06067 -3.48950 2.85695
C 0.19088 -2.49656 3.31687
C 0.07670 -1.29341 2.65986
C 0.80560 -0.95762 1.48138
N 0.60180 0.20248 0.81382
C 0.44187 1.37172 1.51872
C 1.18152 1.60581 2.70788
C 1.16730 2.80285 3.39616
C 0.43421 3.88965 2.92801
C 0.46409 5.23437 3.61324
C -0.29005 3.69648 1.76356
C -0.33767 2.48169 1.08512
N -1.20824 2.46049 -0.06821
C -2.64526 2.37347 0.17289
C -3.34277 1.97080 -1.13177
C -2.54277 0.73916 -1.74405
N -0.81695 1.60625 -1.07817
C 1.68726 -1.98854 1.03091
C 1.79255 -3.19734 1.72073
N 2.50192 -1.83848 -0.15091
C 3.33728 -2.76614 -0.68666
C 3.89514 -2.22004 -1.81595
C 3.31725 -0.94311 -1.90831
N 2.49253 -0.71114 -0.89867
H 1.16918 -4.70387 4.63882
H 2.11805 -5.32134 3.28521
H 0.36440 -5.49922 3.29033
H -0.41109 -2.68230 4.20309
H -0.61262 -0.54338 3.02796
H 1.80429 0.79504 3.06764
H 1.76614 2.90627 4.29743
H 0.74091 5.13010 4.66409
H -0.51133 5.72267 3.56907
H 1.18903 5.91087 3.14928
H -0.84796 4.52783 1.35120
H -2.87252 1.70918 1.00157
H -4.41901 1.91191 -0.99866
H -3.10617 -0.04039 -2.25247
H 2.49006 -3.95030 1.37179
H 3.49367 -3.73204 -0.24396
H 4.59602 -2.68759 -2.48703
H 3.44452 -0.18924 -2.67049
Cl -2.42854 5.21218 -5.39031
C -2.13719 3.88025 -4.27790
C -3.02436 3.74906 -3.13514
C -2.73984 2.79241 -2.25044
Cl -3.37787 3.96263 0.69671
C -1.65075 1.80685 -2.40809
O -1.54525 0.29077 -0.84491
C -0.87617 1.88078 -3.65222
C 0.14462 0.96611 -3.92289
O 0.52959 0.02934 -3.18139
C -1.15426 2.98321 -4.52068
H -3.91101 4.36959 -3.06609
H 0.66672 1.11372 -4.88884
H -0.54325 3.09950 -5.41186
C -1.21907 -3.78787 0.05399
C -0.40905 -3.31570 -1.12914
C 0.31138 -4.33415 -1.98386
O -0.26564 -2.13515 -1.33075
H -1.61267 -4.79556 -0.08228
H -2.02184 -3.07733 0.24896
H -0.55735 -3.77840 0.93055
H -0.13052 -5.32803 -1.91933
H 1.35079 -4.38322 -1.64448
H 0.32847 -3.98286 -3.01609
```

Output
charge: -1
E: -2586.7917 a.u.
Kohn-Sham gap: 5.860 eV
relative energy (zero: lowest compared OMol25 entry of this formula, charge and spin): 5.1644 eV



3.
Here is a structure of composition C8H18AlF3I2O4P2S from OMol25. Energies are from ωB97M-V/def2-TZVPD.

Geometry as XYZ:
```
39
C8H18AlF3I2O4P2S (ωB97M-V/def2-TZVPD)
I -0.39377 -1.27016 -3.24533
I -2.87982 0.00516 -0.57674
Al -0.30267 -0.41403 -0.76249
P 0.10145 2.65600 -1.55123
C 1.63409 3.56293 -1.53651
C -0.48063 2.44661 -3.22768
H -0.51839 3.43072 -3.71715
H -1.27622 4.49785 -0.98657
H -1.47547 1.98431 -3.20113
H -2.05845 2.91432 -0.60871
H 2.42289 2.97099 -2.01684
H 0.19627 1.76267 -3.75686
C -1.12477 3.49197 -0.57033
H 1.47757 4.49412 -2.09771
H -0.77368 3.53471 0.46819
H 1.93723 3.78035 -0.50568
P -0.90295 -2.68848 0.31288
C 0.43721 -3.61610 1.14026
C -2.28975 -3.00933 1.48422
H -2.12538 -3.44632 -1.64995
H -1.73980 -4.81395 -0.54761
H -0.47623 -4.10979 -1.62571
C -1.35642 -3.89243 -1.01069
H -3.19394 -2.50958 1.11590
H -2.46876 -4.09320 1.56636
H 0.04594 -4.56625 1.52887
H 0.83647 -3.01543 1.96668
H -2.03192 -2.60672 2.47269
H 1.24610 -3.80977 0.42579
C 1.48508 -0.84027 0.35071
O 2.54138 -1.31258 0.48879
F 3.38309 0.41015 3.66711
C 2.06199 0.64299 3.63312
F 1.40199 -0.50612 3.91074
F 1.74486 1.57209 4.54565
S 1.51812 1.23826 1.83812
O 0.32274 2.05443 2.02214
O 2.69930 1.81817 1.22183
O 0.37522 1.25172 -0.96513
```

Output
charge: +2
E: -2834.4231 a.u.
Kohn-Sham gap (spin up / spin down): 6.561 / 5.234 eV



Copy entry 3 word for word.
Here is a structure of composition C8H18AlF3I2O4P2S from OMol25. Energies are from ωB97M-V/def2-TZVPD.

Geometry as XYZ:
```
39
C8H18AlF3I2O4P2S (ωB97M-V/def2-TZVPD)
I -0.39377 -1.27016 -3.24533
I -2.87982 0.00516 -0.57674
Al -0.30267 -0.41403 -0.76249
P 0.10145 2.65600 -1.55123
C 1.63409 3.56293 -1.53651
C -0.48063 2.44661 -3.22768
H -0.51839 3.43072 -3.71715
H -1.27622 4.49785 -0.98657
H -1.47547 1.98431 -3.20113
H -2.05845 2.91432 -0.60871
H 2.42289 2.97099 -2.01684
H 0.19627 1.76267 -3.75686
C -1.12477 3.49197 -0.57033
H 1.47757 4.49412 -2.09771
H -0.77368 3.53471 0.46819
H 1.93723 3.78035 -0.50568
P -0.90295 -2.68848 0.31288
C 0.43721 -3.61610 1.14026
C -2.28975 -3.00933 1.48422
H -2.12538 -3.44632 -1.64995
H -1.73980 -4.81395 -0.54761
H -0.47623 -4.10979 -1.62571
C -1.35642 -3.89243 -1.01069
H -3.19394 -2.50958 1.11590
H -2.46876 -4.09320 1.56636
H 0.04594 -4.56625 1.52887
H 0.83647 -3.01543 1.96668
H -2.03192 -2.60672 2.47269
H 1.24610 -3.80977 0.42579
C 1.48508 -0.84027 0.35071
O 2.54138 -1.31258 0.48879
F 3.38309 0.41015 3.66711
C 2.06199 0.64299 3.63312
F 1.40199 -0.50612 3.91074
F 1.74486 1.57209 4.54565
S 1.51812 1.23826 1.83812
O 0.32274 2.05443 2.02214
O 2.69930 1.81817 1.22183
O 0.37522 1.25172 -0.96513
```

Output
charge: +2
E: -2834.4231 a.u.
Kohn-Sham gap (spin up / spin down): 6.561 / 5.234 eV